Here is a structure of composition C25H28N2O3P2SeV in a non-equilibrium geometry from the Open Molecules 2025 dataset. Energies are from the ωB97M-V functional and the def2-TZVPD basis.

Summary:
**Energy**: -5332.91441 Eh
**Total charge**: 0
**LUMO level (alpha / beta)**: -0.723 / 0.014 eV
**<S²>**: 1.203
**Spin multiplicity**: 2
**Molar mass**: 596.4 Da

Last column: natural (NBO) charge in e.
Atoms and positions in Å:
V 0.05 -1.38 0.15  0.6335
C -1.06 -1.07 -3.92  -0.2299
O 0.21 -1.31 -4.53  -0.5016
C 1.37 -1.34 -3.83  0.2593
C 2.52 -1.42 -4.60  -0.2224
C 3.79 -1.47 -4.05  -0.2332
C 3.93 -1.44 -2.67  -0.2059
C 2.80 -1.36 -1.86  -0.1174
C 3.02 -1.28 -0.42  0.1382
N 2.09 -1.25 0.45  -0.3330
N 2.50 -1.01 1.79  -0.4150
C 1.43 -0.86 2.53  0.5439
O 0.21 -0.97 2.12  -0.7323
C 1.63 -0.42 3.94  -0.0396
C 0.53 -0.02 4.68  -0.1949
C 0.69 0.44 5.98  -0.2223
C 1.95 0.49 6.55  -0.2043
C 3.06 0.08 5.81  -0.2205
C 2.90 -0.37 4.51  -0.1827
C 1.50 -1.31 -2.42  0.2642
O 0.41 -1.21 -1.66  -0.7394
H -1.75 -1.05 -4.75  0.1839
H -1.32 -1.87 -3.23  0.1878
H -1.07 -0.11 -3.40  0.1762
H 2.39 -1.44 -5.68  0.2234
H 4.66 -1.54 -4.69  0.2156
H 4.91 -1.47 -2.22  0.2114
H 4.05 -1.20 -0.07  0.2018
H -0.45 -0.08 4.23  0.2239
H -0.18 0.75 6.55  0.2104
H 2.07 0.84 7.56  0.2110
H 4.04 0.12 6.26  0.2124
H 3.75 -0.68 3.93  0.2336
C -3.66 -2.02 -0.11  -0.9503
P -2.36 -0.82 0.25  1.0145
C -2.87 -0.16 1.87  -0.9347
C -2.65 0.55 -0.94  -0.3647
C -3.77 0.59 -1.76  -0.1987
C -3.91 1.60 -2.71  -0.1991
C -2.94 2.58 -2.84  -0.1887
C -1.83 2.55 -2.01  -0.2185
C -1.66 1.54 -1.07  -0.2263
P -0.19 1.45 0.03  0.9100
C -0.45 2.88 1.14  -0.9284
C 1.18 2.02 -1.03  -0.9390
H -3.54 -2.41 -1.12  0.2532
H -4.66 -1.61 0.00  0.2277
H -3.53 -2.86 0.58  0.2643
H -3.88 0.24 1.83  0.2315
H -2.18 0.62 2.19  0.2459
H -2.82 -0.97 2.60  0.2577
H -4.53 -0.17 -1.69  0.2168
H -4.78 1.61 -3.36  0.2201
H -3.05 3.36 -3.58  0.2191
H -1.07 3.32 -2.12  0.2122
H -0.54 3.80 0.55  0.2284
H 0.39 2.98 1.82  0.2492
H -1.35 2.75 1.73  0.2394
H 1.05 3.04 -1.39  0.2218
H 1.29 1.34 -1.87  0.2588
H 2.10 1.98 -0.44  0.2491
Se -0.42 -3.57 0.36  -0.1070